DFT (wB97M-V/def2-TZVPD) results for a cluster of 2 separate species, C9H14 in total.

Positions of all 23 atoms, in Å:
C 1.533 0.001 -2.823
C 1.159 0.699 -1.559
C 1.430 2.047 -1.347
C 1.087 2.698 -0.181
C 0.644 1.964 0.930
C 0.614 0.569 0.810
C 0.796 -0.034 -0.427
H 0.669 -0.055 -3.506
H 1.981 -0.982 -2.640
H 2.258 0.538 -3.430
H 1.859 2.627 -2.166
H 1.228 3.708 0.185
H 0.461 2.467 1.872
H 0.451 0.018 1.733
H 0.661 -1.102 -0.395
C -1.922 -2.600 1.438
C -2.234 -1.206 1.915
H -1.138 -2.624 0.671
H -1.806 -3.505 2.034
H -2.712 -2.974 0.751
H -3.287 -0.895 1.850
H -1.695 -0.460 1.333
H -2.038 -0.897 2.951

## Properties
Electronic energy: -9559.131 eV
Energy relative to the best compared isomer or geometry (same formula, charge and spin): 24.2 kcal per mole
E_HOMO: -9.0 eV
HOMO-LUMO gap: 10.07 eV
LUMO energy: 1.030 eV